## w
The following is a quantum chemistry calculation of a 7-piece molecular cluster, C53H117N7O7 overall, from the Open Molecules 2025 dataset.

For the HOMO-LUMO gap, the calculation gives 8.347 eV. The HOMO energy comes out at -7.932 eV. As for the net charge: 0. As for the SMILES: CC1(C)CCCC(C)(C)N1O.CC1(C)CCCC(C)(C)N1O.CC1(C)CCCC(C)(C)N1O.CC1(C)CCCC(C)(C)N1O.CC1(C)CCCC(C)(C)N1O.COC[C@H](C)N.COC[C@H](C)N.

Positions of all 184 atoms, in Å:
1 C 0.40 -2.10 0.66
2 C 1.61 -3.02 0.92
3 C 2.09 -2.81 2.31
4 C 1.08 -4.41 0.83
5 C 0.72 -4.90 -0.55
6 C 2.03 -4.70 -1.36
7 C 2.66 -3.34 -1.46
8 C 4.09 -3.56 -2.16
9 C 1.89 -2.46 -2.49
10 N 2.66 -2.80 -0.12
11 O 3.26 -1.58 -0.01
12 H 0.69 -1.05 0.67
13 H -0.13 -2.10 -0.29
14 H -0.40 -2.13 1.39
15 H 2.16 -1.84 2.80
16 H 1.52 -3.28 3.12
17 H 3.03 -3.34 2.48
18 H 1.88 -4.94 1.36
19 H 0.25 -4.55 1.52
20 H 0.20 -5.86 -0.55
21 H -0.19 -4.39 -0.86
22 H 1.85 -5.06 -2.38
23 H 2.79 -5.35 -0.91
24 H 4.71 -4.29 -1.65
25 H 4.62 -2.61 -2.14
26 H 3.95 -3.97 -3.16
27 H 2.22 -1.42 -2.51
28 H 0.81 -2.44 -2.31
29 H 2.04 -2.73 -3.54
30 H 3.88 -1.76 0.69
31 C -3.46 -11.74 -4.11
32 C -4.35 -10.42 -4.22
33 C -3.71 -9.63 -5.42
34 C -5.81 -10.92 -4.50
35 C -6.97 -9.98 -4.14
36 C -6.84 -9.53 -2.76
37 C -5.42 -8.95 -2.38
38 C -5.35 -7.47 -2.96
39 C -5.36 -8.85 -0.87
40 N -4.32 -9.82 -2.87
41 O -3.08 -9.38 -2.46
42 H -3.56 -12.25 -5.07
43 H -2.48 -11.38 -3.80
44 H -3.74 -12.34 -3.24
45 H -4.33 -8.83 -5.82
46 H -2.86 -9.12 -4.94
47 H -3.18 -10.22 -6.16
48 H -5.86 -11.34 -5.50
49 H -6.07 -11.71 -3.79
50 H -7.09 -9.20 -4.89
51 H -7.93 -10.50 -4.22
52 H -7.29 -10.18 -2.01
53 H -7.60 -8.75 -2.69
54 H -4.53 -6.88 -2.55
55 H -6.25 -6.86 -2.87
56 H -5.06 -7.63 -3.99
57 H -5.21 -9.86 -0.50
58 H -6.35 -8.68 -0.45
59 H -4.77 -8.02 -0.49
60 H -2.80 -9.99 -1.77
61 C -6.24 -1.23 3.44
62 C -6.45 -1.28 5.05
63 C -5.54 -0.37 5.87
64 C -7.86 -0.70 5.40
65 C -9.08 -1.55 5.10
66 C -8.95 -2.91 5.69
67 C -7.53 -3.63 5.30
68 C -7.44 -4.91 6.17
69 C -7.62 -3.98 3.83
70 N -6.43 -2.61 5.61
71 O -5.16 -3.14 5.65
72 H -5.69 -2.04 2.97
73 H -7.26 -1.16 3.07
74 H -5.82 -0.30 3.05
75 H -5.75 0.67 5.59
76 H -5.72 -0.53 6.93
77 H -4.46 -0.43 5.70
78 H -7.89 -0.58 6.48
79 H -7.96 0.31 5.00
80 H -9.96 -0.91 5.20
81 H -9.08 -1.79 4.03
82 H -9.86 -3.40 5.34
83 H -9.17 -3.09 6.74
84 H -8.33 -5.53 6.11
85 H -7.31 -4.65 7.22
86 H -6.56 -5.53 6.04
87 H -8.24 -4.81 3.48
88 H -6.67 -4.44 3.55
89 H -7.87 -3.17 3.14
90 H -4.99 -2.96 6.58
91 C -6.56 4.21 -2.34
92 C -7.13 2.92 -1.75
93 C -6.25 2.58 -0.53
94 C -8.57 3.20 -1.18
95 C -9.75 3.22 -2.19
96 C -9.68 1.88 -2.96
97 C -8.33 1.67 -3.71
98 C -8.37 0.16 -4.13
99 C -8.30 2.52 -5.02
100 N -7.25 1.81 -2.74
101 O -5.96 1.44 -3.35
102 H -5.70 4.14 -3.00
103 H -7.28 4.72 -2.98
104 H -6.10 4.92 -1.65
105 H -5.19 2.73 -0.72
106 H -6.37 3.24 0.33
107 H -6.46 1.63 -0.04
108 H -8.93 2.43 -0.50
109 H -8.75 3.99 -0.44
110 H -10.77 3.42 -1.85
111 H -9.55 3.84 -3.06
112 H -10.48 1.97 -3.69
113 H -9.92 1.10 -2.25
114 H -9.28 -0.07 -4.68
115 H -8.33 -0.56 -3.32
116 H -7.53 0.01 -4.82
117 H -7.27 2.77 -5.25
118 H -8.73 3.52 -4.91
119 H -8.74 1.99 -5.86
120 H -5.98 0.49 -3.23
121 C -12.42 -3.49 -2.66
122 C -12.42 -4.90 -2.15
123 C -11.03 -5.31 -1.56
124 C -13.23 -4.98 -0.87
125 C -14.75 -4.81 -0.95
126 C -15.30 -5.98 -1.76
127 C -14.53 -5.98 -3.06
128 C -14.96 -7.35 -3.74
129 C -15.20 -4.89 -3.90
130 N -13.02 -5.93 -2.97
131 O -12.28 -6.27 -4.17
132 H -11.92 -2.82 -1.96
133 H -11.96 -3.49 -3.65
134 H -13.44 -3.15 -2.80
135 H -10.54 -5.99 -2.26
136 H -10.25 -4.56 -1.52
137 H -10.87 -5.78 -0.59
138 H -12.99 -5.89 -0.32
139 H -13.04 -4.05 -0.33
140 H -15.34 -4.78 -0.04
141 H -14.96 -3.86 -1.44
142 H -16.37 -5.81 -1.89
143 H -15.20 -6.90 -1.19
144 H -14.68 -7.34 -4.79
145 H -16.05 -7.39 -3.66
146 H -14.60 -8.33 -3.42
147 H -16.24 -4.97 -4.21
148 H -14.70 -4.80 -4.87
149 H -15.34 -3.90 -3.47
150 H -12.14 -7.18 -3.91
151 C -11.73 1.96 3.36
152 O -11.59 0.88 2.42
153 C -10.29 0.86 1.78
154 C -10.00 -0.26 0.63
155 C -10.47 -1.69 1.03
156 N -8.60 -0.39 0.37
157 H -11.59 2.91 2.83
158 H -10.97 1.86 4.14
159 H -12.73 2.01 3.77
160 H -10.13 1.82 1.29
161 H -9.46 0.86 2.49
162 H -10.62 0.09 -0.19
163 H -11.53 -1.93 0.91
164 H -10.67 -1.87 2.09
165 H -9.99 -2.51 0.49
166 H -8.31 0.44 -0.13
167 H -8.33 -0.99 -0.40
168 C -3.01 -2.53 -1.02
169 O -4.42 -2.92 -1.01
170 C -5.23 -2.46 0.09
171 C -6.76 -2.94 -0.07
172 C -6.85 -4.51 -0.25
173 N -7.35 -2.28 -1.21
174 H -2.84 -1.47 -1.19
175 H -2.54 -2.98 -1.89
176 H -2.52 -3.01 -0.16
177 H -4.88 -2.83 1.05
178 H -5.28 -1.37 0.10
179 H -7.12 -2.70 0.94
180 H -7.86 -4.89 -0.41
181 H -6.54 -4.98 0.68
182 H -6.19 -4.83 -1.05
183 H -6.64 -2.19 -1.92
184 H -8.08 -2.88 -1.58

Atomic partial charges in e from the Löwdin method, atoms 1 to 6:
1. C -0.038
2. C -0.512
3. C -0.053
4. C -0.187
5. C -0.141
6. C -0.137

## x
The following is a quantum chemistry calculation of a 7-piece molecular cluster, C53H117N7O7 overall, from the Open Molecules 2025 dataset.

For the HOMO-LUMO gap, the calculation gives 8.482 eV. The HOMO energy comes out at -8.129 eV. As for the net charge: 0. As for the SMILES: CC1(C)CCCC(C)(C)N1O.CC1(C)CCCC(C)(C)N1O.CC1(C)CCCC(C)(C)N1O.CC1(C)CCCC(C)(C)N1O.CC1(C)CCCC(C)(C)N1O.COC[C@H](C)N.COC[C@H](C)N.

Positions of all 184 atoms, in Å:
1 C 2.72 -6.00 2.49
2 C 3.72 -5.00 3.08
3 C 4.83 -4.74 2.05
4 C 3.10 -3.64 3.32
5 C 2.22 -3.49 4.57
6 C 3.01 -3.86 5.81
7 C 3.70 -5.21 5.70
8 C 4.80 -5.24 6.72
9 C 2.69 -6.35 5.94
10 N 4.34 -5.38 4.36
11 O 5.07 -6.58 4.24
12 H 1.79 -6.03 3.07
13 H 2.47 -5.68 1.47
14 H 3.08 -7.02 2.47
15 H 5.73 -4.21 2.37
16 H 5.18 -5.65 1.56
17 H 4.37 -4.13 1.26
18 H 3.93 -2.92 3.36
19 H 2.52 -3.32 2.45
20 H 1.88 -2.45 4.61
21 H 1.34 -4.13 4.44
22 H 2.29 -3.90 6.63
23 H 3.71 -3.04 5.95
24 H 5.29 -6.22 6.75
25 H 4.48 -5.10 7.75
26 H 5.65 -4.59 6.51
27 H 2.93 -7.30 5.48
28 H 1.69 -6.14 5.56
29 H 2.64 -6.56 7.01
30 H 6.00 -6.33 4.26
31 C -1.26 1.80 -1.37
32 C -1.62 0.35 -1.61
33 C -2.56 0.29 -2.84
34 C -0.25 -0.35 -2.12
35 C 0.66 -0.71 -0.94
36 C -0.12 -1.59 0.07
37 C -1.29 -0.86 0.62
38 C -1.97 -1.93 1.54
39 C -1.08 0.26 1.66
40 N -2.14 -0.42 -0.46
41 O -3.46 -0.09 -0.11
42 H -0.28 1.97 -0.92
43 H -1.28 2.47 -2.23
44 H -1.96 2.40 -0.77
45 H -3.64 0.37 -2.68
46 H -2.40 1.08 -3.58
47 H -2.49 -0.67 -3.35
48 H -0.47 -1.20 -2.76
49 H 0.34 0.34 -2.74
50 H 1.54 -1.26 -1.28
51 H 1.12 0.18 -0.51
52 H 0.62 -1.68 0.87
53 H -0.41 -2.53 -0.40
54 H -1.38 -2.45 2.29
55 H -2.48 -2.72 0.98
56 H -2.82 -1.40 1.98
57 H -2.04 0.73 1.86
58 H -0.60 1.06 1.07
59 H -0.47 0.11 2.54
60 H -3.40 0.81 0.27
61 C 1.89 1.58 -9.55
62 C 1.89 2.85 -8.66
63 C 3.19 3.57 -8.87
64 C 0.82 3.85 -9.16
65 C -0.64 3.54 -8.75
66 C -0.66 3.23 -7.23
67 C 0.37 2.22 -6.71
68 C 0.46 2.49 -5.20
69 C -0.09 0.80 -7.05
70 N 1.71 2.57 -7.21
71 O 2.67 1.65 -6.76
72 H 2.16 1.76 -10.59
73 H 2.59 0.88 -9.10
74 H 0.90 1.12 -9.50
75 H 3.31 4.30 -8.06
76 H 4.04 2.89 -8.97
77 H 3.35 4.12 -9.81
78 H 1.09 4.85 -8.81
79 H 0.72 3.85 -10.25
80 H -1.30 4.40 -8.89
81 H -1.06 2.64 -9.21
82 H -1.68 2.91 -6.97
83 H -0.61 4.15 -6.65
84 H 1.18 1.74 -4.85
85 H -0.44 2.06 -4.75
86 H 0.72 3.50 -4.92
87 H -0.85 0.44 -6.36
88 H 0.70 0.06 -6.90
89 H -0.45 0.77 -8.08
90 H 3.27 2.18 -6.21
91 C -3.78 -5.51 -1.72
92 C -3.78 -4.53 -2.90
93 C -4.84 -3.43 -2.86
94 C -2.41 -3.84 -3.07
95 C -1.27 -4.76 -3.51
96 C -1.58 -5.40 -4.84
97 C -2.98 -6.07 -4.86
98 C -3.44 -6.23 -6.32
99 C -2.81 -7.45 -4.21
100 N -4.04 -5.27 -4.16
101 O -5.23 -6.03 -4.09
102 H -2.99 -6.26 -1.78
103 H -3.70 -4.99 -0.77
104 H -4.71 -6.07 -1.69
105 H -5.84 -3.89 -2.84
106 H -4.70 -2.83 -1.96
107 H -4.79 -2.76 -3.71
108 H -2.52 -3.06 -3.83
109 H -2.10 -3.51 -2.08
110 H -0.41 -4.10 -3.66
111 H -0.94 -5.51 -2.79
112 H -0.88 -6.13 -5.24
113 H -1.56 -4.58 -5.57
114 H -4.35 -6.80 -6.53
115 H -2.71 -6.88 -6.81
116 H -3.57 -5.22 -6.71
117 H -1.99 -7.55 -3.49
118 H -2.46 -8.20 -4.93
119 H -3.64 -7.99 -3.75
120 H -5.71 -5.67 -4.84
121 C -1.74 4.83 5.23
122 C -2.59 3.60 5.46
123 C -2.53 2.61 4.29
124 C -2.05 2.88 6.71
125 C -2.96 1.89 7.44
126 C -4.33 2.47 7.61
127 C -4.90 3.16 6.37
128 C -5.36 2.09 5.35
129 C -6.13 3.95 6.87
130 N -3.93 4.14 5.86
131 O -4.48 4.86 4.76
132 H -0.69 4.73 5.53
133 H -1.79 5.12 4.18
134 H -2.00 5.67 5.88
135 H -3.05 3.09 3.45
136 H -1.51 2.58 3.88
137 H -2.88 1.58 4.38
138 H -1.10 2.41 6.48
139 H -1.84 3.67 7.44
140 H -2.86 0.93 6.91
141 H -2.57 1.48 8.38
142 H -4.28 3.22 8.41
143 H -5.07 1.78 8.01
144 H -4.72 1.22 5.37
145 H -5.67 2.39 4.35
146 H -6.33 1.80 5.77
147 H -6.91 3.29 7.25
148 H -6.63 4.52 6.08
149 H -5.79 4.69 7.60
150 H -4.37 5.77 5.02
151 C 3.28 0.84 1.59
152 O 4.46 1.51 1.22
153 C 5.08 2.33 2.21
154 C 6.12 3.23 1.43
155 C 6.80 4.00 2.54
156 N 5.41 4.18 0.60
157 H 3.42 0.27 2.53
158 H 2.98 0.15 0.81
159 H 2.47 1.53 1.86
160 H 4.42 2.97 2.81
161 H 5.52 1.64 2.93
162 H 6.80 2.49 1.01
163 H 7.62 4.64 2.19
164 H 7.32 3.38 3.27
165 H 6.08 4.68 3.00
166 H 5.05 4.89 1.23
167 H 4.67 3.69 0.13
168 C 3.21 6.32 2.88
169 O 2.44 5.31 2.22
170 C 1.73 5.93 1.14
171 C 0.57 5.02 0.79
172 C 0.02 5.42 -0.57
173 N -0.50 5.27 1.75
174 H 3.74 6.92 2.13
175 H 4.00 5.96 3.53
176 H 2.51 6.96 3.42
177 H 1.36 6.88 1.54
178 H 2.32 6.09 0.23
179 H 0.81 3.95 0.80
180 H 0.83 5.28 -1.28
181 H -0.31 6.46 -0.51
182 H -0.90 4.89 -0.82
183 H -1.30 4.69 1.57
184 H -0.15 5.23 2.70

Atomic partial charges in e from the Löwdin method, atoms 1 to 6:
1. C -0.019
2. C -0.526
3. C -0.049
4. C -0.154
5. C -0.177
6. C -0.145

Stability summary: most stable x, least stable w.